(1)
Computed, not measured: C16H10BrN2NiOTe4 as an isolated structure, with wB97M-V/def2-TZVPD.

The geometry in XYZ format:
```
35
Properties=species:S:1:pos:R:3:forces:R:3
Ni -0.2708 -0.2370 0.4022 0.407 0.414 0.457
Br 5.1667 4.7296 2.2019 -0.042 0.002 0.008
C 3.6221 3.6311 2.0038 -0.012 0.128 0.134
C 2.4970 3.8598 2.8314 0.053 -0.003 -0.067
C 1.3886 3.0805 2.7138 0.016 -0.108 -0.030
C 1.3142 1.9857 1.7758 0.276 0.073 0.115
O 0.2836 1.2679 1.7322 -0.254 0.090 -0.290
C 2.4706 1.7967 0.9417 0.023 0.155 -0.001
C 2.5259 0.8097 -0.0725 0.172 0.125 -0.034
N 1.6487 -0.1060 -0.3125 -0.065 -0.342 -0.577
C 1.8936 -1.0315 -1.3531 -0.248 0.196 0.243
C 3.1221 -1.3839 -1.8373 0.312 -0.132 -0.100
C 3.2528 -2.3220 -2.8861 0.083 0.134 0.114
C 2.1569 -2.9112 -3.4391 -0.171 -0.025 -0.008
C 0.8692 -2.5969 -2.9399 -0.013 -0.054 -0.050
C -0.3219 -3.1875 -3.4300 0.130 -0.031 -0.029
C -1.5178 -2.8429 -2.8864 -0.125 0.082 0.119
C -1.5469 -1.9040 -1.8273 -0.301 -0.156 -0.146
N -0.4709 -1.3522 -1.3505 0.475 0.094 -0.121
C 0.7408 -1.6692 -1.8941 -0.110 -0.010 0.033
C 3.6036 2.6391 1.0791 -0.107 -0.087 -0.041
H 2.5217 4.6624 3.5577 0.031 0.000 -0.010
H 0.5228 3.2431 3.3422 -0.008 -0.019 -0.009
H 3.3971 0.8755 -0.7312 0.051 -0.051 0.095
H 4.0152 -0.9647 -1.3929 0.017 -0.037 -0.031
H 4.2418 -2.5774 -3.2448 0.011 0.019 0.025
H 2.2532 -3.6316 -4.2422 -0.009 -0.003 0.008
H -0.2597 -3.9175 -4.2289 0.007 0.009 -0.006
H -2.4437 -3.2837 -3.2296 -0.001 0.025 0.019
H -2.4759 -1.6142 -1.3518 -0.032 -0.027 0.000
H 4.4676 2.4718 0.4458 -0.033 -0.014 -0.024
Te 0.3330 -2.1381 2.0034 0.346 -0.708 0.258
Te -1.9082 -3.1201 3.1783 -0.101 0.102 -0.114
Te -3.7230 -2.1955 1.3531 0.179 0.064 0.006
Te -2.6330 0.2791 1.1329 -0.958 0.094 0.055
```
Positions in Å, forces in eV/Å.

Calculated values
Kohn-Sham gap (alpha / beta)	5.1 / 5.1	eV
multiplicity	3
E_LUMO (alpha / beta)	1.7 / 1.7	eV
net charge	-1
⟨S²⟩	2.0147



(2)
Computed, not measured: an isolated ion of composition C3H5N3O and charge +2 in a non-equilibrium geometry, with wB97M-V/def2-TZVPD.

The geometry in XYZ format:
```
12
Properties=species:S:1:pos:R:3:forces:R:3
N -1.8617 -1.0010 0.0680 -1.191 -1.221 -0.566
C -0.9797 -0.1341 -0.0120 2.538 -0.946 -0.719
N -0.7755 1.1030 -0.1617 -3.634 2.458 0.063
C 0.3899 1.5477 -0.0967 1.506 -1.301 0.750
C 1.3997 0.4603 0.1806 3.101 1.982 -1.670
N 0.6929 -0.7077 -0.0806 -4.148 -0.051 -0.008
O 0.9564 -1.8097 -0.0845 1.336 -2.299 -0.300
H -2.8817 -0.9319 0.0428 -0.217 0.873 0.263
H -1.5826 -1.9222 -0.2143 0.419 -1.303 0.361
H 0.5811 2.5406 -0.3647 0.714 1.567 -0.132
H 2.3364 0.6222 -0.4526 -0.924 -0.538 0.679
H 1.7248 0.2328 1.1758 0.500 0.780 1.279
```
Positions in Å, forces in eV/Å.

Calculated values
relative energy (zero: lowest compared OMol25 entry of this formula, charge and spin)	153.03	kJ/mol
Kohn-Sham gap	8.6	eV
E_LUMO	-12.7	eV
SMILES	[NH2+]=C1N=CC[N+]1=O
net charge	+2



(3)
Computed, not measured: C16H10BrCdF5O as an isolated structure in a non-equilibrium geometry, with wB97M-V/def2-TZVPD.

The geometry in XYZ format:
```
34
Properties=species:S:1:pos:R:3:forces:R:3
C -1.9884 -0.8459 -0.8383 -0.377 0.263 0.836
C -1.8570 -1.3472 0.4894 -0.839 0.739 -0.212
C -1.8871 -0.2429 1.3840 -0.466 -0.095 -0.527
H -1.8567 -2.3931 0.7894 0.261 0.266 -0.159
C -2.0106 0.9516 0.6202 0.398 -0.467 0.410
C -2.0691 0.5843 -0.7584 0.227 -0.575 -0.159
H -2.3359 1.2480 -1.5757 0.285 -0.108 0.078
H -2.1571 -1.4400 -1.7313 0.404 0.169 0.112
H -1.9206 -0.3101 2.4672 0.292 0.055 -0.138
H -2.1333 1.9550 1.0224 0.105 -0.191 -0.118
Cd 0.4896 0.1533 -0.2885 -0.939 -0.886 0.052
Br 1.5633 -1.0490 -2.1871 0.038 0.306 0.574
C 2.7669 0.6917 -4.8541 -0.756 -0.565 -0.696
C 1.6645 1.4847 -5.2899 0.022 -1.052 -0.108
C 0.6658 0.6021 -5.8168 0.902 -0.218 0.374
H 1.5938 2.5664 -5.2333 -0.018 -0.048 0.031
C 1.1556 -0.7337 -5.7048 0.722 0.805 0.193
C 2.4564 -0.6829 -5.1116 -0.598 1.131 -0.716
H 3.0864 -1.5343 -4.8876 -0.023 0.013 0.065
H 3.6781 1.0551 -4.3920 -0.063 0.014 0.032
H -0.2948 0.8970 -6.2283 0.042 -0.012 0.063
H 0.6350 -1.6377 -6.0044 -0.018 0.069 0.045
F 2.0598 0.4451 6.5921 0.113 0.108 0.530
C 1.7015 0.0410 5.3642 -0.230 0.520 -0.910
C 1.4586 0.9883 4.3580 -0.010 -0.871 0.072
F 1.5485 2.2987 4.6324 -0.003 0.047 0.100
C 1.1513 0.5548 3.0811 0.000 0.648 0.191
F 0.8982 1.4966 2.1108 0.371 -0.466 0.510
C 1.1221 -0.8031 2.7073 0.006 -0.537 -0.516
O 0.9842 -1.1676 1.4881 0.131 0.175 0.360
C 1.2702 -1.7383 3.7829 0.007 1.019 -0.027
F 1.1017 -3.0452 3.5365 0.191 -0.055 0.064
C 1.5906 -1.3078 5.0637 -0.134 -0.150 -0.525
F 1.8191 -2.2110 6.0356 -0.042 -0.051 0.118
```
Positions in Å, forces in eV/Å.

Calculated values
relative energy (zero: lowest compared OMol25 entry of this formula, charge and spin)	31.85	kJ/mol
Kohn-Sham gap	4.5	eV
E_LUMO	4.4	eV
net charge	-2



Please write out number 2 again, unchanged.
Computed, not measured: an isolated ion of composition C3H5N3O and charge +2 in a non-equilibrium geometry, with wB97M-V/def2-TZVPD.

The geometry in XYZ format:
```
12
Properties=species:S:1:pos:R:3:forces:R:3
N -1.8617 -1.0010 0.0680 -1.191 -1.221 -0.566
C -0.9797 -0.1341 -0.0120 2.538 -0.946 -0.719
N -0.7755 1.1030 -0.1617 -3.634 2.458 0.063
C 0.3899 1.5477 -0.0967 1.506 -1.301 0.750
C 1.3997 0.4603 0.1806 3.101 1.982 -1.670
N 0.6929 -0.7077 -0.0806 -4.148 -0.051 -0.008
O 0.9564 -1.8097 -0.0845 1.336 -2.299 -0.300
H -2.8817 -0.9319 0.0428 -0.217 0.873 0.263
H -1.5826 -1.9222 -0.2143 0.419 -1.303 0.361
H 0.5811 2.5406 -0.3647 0.714 1.567 -0.132
H 2.3364 0.6222 -0.4526 -0.924 -0.538 0.679
H 1.7248 0.2328 1.1758 0.500 0.780 1.279
```
Positions in Å, forces in eV/Å.

Calculated values
relative energy (zero: lowest compared OMol25 entry of this formula, charge and spin)	153.03	kJ/mol
Kohn-Sham gap	8.6	eV
E_LUMO	-12.7	eV
SMILES	[NH2+]=C1N=CC[N+]1=O
net charge	+2